(1)
C56H42BrN6OP2S2Sr | the ωB97M-V functional and the def2-TZVPD basis

As for the LUMO energy: 1.03 eV. As for the molar mass: 1108.6 g mol⁻¹. The HOMO energy is -0.1595 Eh. The calculation puts the HOMO-LUMO gap at 5.37 eV. For the max |F|, the calculation gives 11.67 eV/A.

Geometry as ORCA input:
```
! wB97M-V def2-TZVPD RIJCOSX def2/J DEFGRID3
* xyz -1 1
Sr -0.001 2.031 -0.555
Br -1.691 -2.835 -6.137
S -1.351 3.858 -2.735
S -2.690 3.305 0.277
P -1.313 -2.357 1.297
P 3.377 0.428 1.027
O 1.240 -1.310 2.676
N -2.833 9.245 1.740
N 6.429 0.428 -3.930
N 3.327 2.226 -3.380
N 4.378 0.212 -4.964
N -1.229 9.934 -2.002
N -3.913 -0.015 -1.073
C 0.834 -4.108 5.008
C -0.554 -2.889 2.899
C 5.133 0.853 -4.079
C -4.618 2.149 -2.329
C -4.219 0.948 -1.613
C -1.408 0.628 -3.839
C -0.446 -4.535 4.685
C -2.338 4.904 -0.339
C -3.425 -0.850 2.173
C -1.266 -4.046 0.549
C -0.229 -4.930 0.853
C 1.658 3.794 -0.519
C -1.769 5.140 -1.628
C -2.205 -4.427 -0.409
C 3.892 0.996 3.604
C -5.637 -1.587 2.739
C 0.679 -2.405 3.320
C -3.999 -3.169 1.957
C 2.027 -0.500 3.449
C 4.601 1.894 -3.302
C 2.633 -2.186 -1.988
C -1.664 -0.256 -4.885
C -1.356 -1.594 -4.716
C 2.932 -1.105 0.151
C 2.710 -3.427 -1.376
C -1.810 7.552 -1.184
C 1.397 -3.045 4.331
C 3.041 -2.356 0.755
C 1.064 2.078 1.604
C 1.774 -0.294 4.804
C -0.872 0.246 -2.593
C 3.095 0.564 -5.033
C -2.629 8.394 0.992
C -4.705 -0.567 2.622
C -0.816 -2.050 -3.531
C -1.110 -3.942 3.631
C -0.165 -6.182 0.258
C -0.600 -1.129 -2.504
C 3.673 1.169 4.959
C -2.150 -5.688 -0.986
C 0.711 4.170 0.432
C 2.749 -1.032 -1.229
C -1.498 8.879 -1.629
C -3.053 -2.153 1.844
C 2.332 2.577 -0.385
C 2.591 0.536 5.550
C -2.616 6.008 0.474
C 3.067 0.187 2.814
C -2.361 7.318 0.084
C -5.282 -2.886 2.403
C 2.550 1.555 -4.235
C 2.914 -3.508 -0.004
C -1.531 6.469 -2.008
C 0.397 3.302 1.478
C 2.069 1.713 0.688
C -1.138 -6.574 -0.648
H 2.610 -4.330 -1.964
H -0.563 -3.097 -3.407
H -0.361 3.578 2.196
H -0.908 -5.346 5.234
H -2.714 -0.042 2.041
H -6.011 -3.684 2.477
H 2.391 -2.702 4.586
H -2.965 -3.728 -0.713
H 5.226 2.446 -2.605
H -4.979 0.454 2.855
H 2.470 -2.106 -3.054
H -3.715 2.670 -2.658
H 3.226 -2.432 1.819
H -2.895 -5.971 -1.719
H 4.712 1.513 3.121
H 7.093 1.028 -3.477
H -2.082 -4.317 3.337
H 1.889 4.451 -1.346
H -6.643 -1.369 3.075
H 0.927 -0.784 5.264
H -5.169 2.805 -1.658
H -3.037 5.828 1.455
H 1.399 -4.604 5.787
H -3.746 -4.183 1.675
H 0.202 5.121 0.352
H 2.486 0.038 -5.758
H -1.100 -7.558 -1.098
H 1.496 1.802 -4.256
H 0.824 1.447 2.447
H 2.975 -4.476 0.479
H -0.203 -1.539 -1.576
H -1.096 6.646 -2.982
H 2.692 -0.072 -1.734
H 6.773 -0.204 -4.632
H -5.233 1.873 -3.186
H 3.097 2.323 -1.103
H -2.086 0.094 -5.820
H -1.653 1.672 -4.016
H 0.651 -6.851 0.504
H 4.325 1.809 5.539
H 0.540 -4.647 1.561
H 2.371 0.690 6.599
*
```

Results of the Mulliken charge analysis, in e, for atoms 1 through 99: atom 1 (Sr): 1.701, atom 2 (Br): -0.288, atom 3 (S): -0.503, atom 4 (S): -0.276, atom 5 (P): 1.222, atom 6 (P): -0.573, atom 7 (O): 0.572, atom 8 (N): -0.592, atom 9 (N): -0.484, atom 10 (N): -0.365, atom 11 (N): -0.654, atom 12 (N): -0.594, atom 13 (N): -0.411, atom 14 (C): -0.909, atom 15 (C): -0.656, atom 16 (C): 0.786, atom 17 (C): -0.734, atom 18 (C): 0.457, atom 19 (C): -0.766, atom 20 (C): -1.075, atom 21 (C): -0.078, atom 22 (C): -0.954, atom 23 (C): 0.212, atom 24 (C): -0.348, atom 25 (C): -0.587, atom 26 (C): 0.202, atom 27 (C): -0.761, atom 28 (C): -0.768, atom 29 (C): -0.496, atom 30 (C): 0.008, atom 31 (C): -0.254, atom 32 (C): 0.185, atom 33 (C): -0.305, atom 34 (C): -0.618, atom 35 (C): -0.651, atom 36 (C): -0.370, atom 37 (C): 0.626, atom 38 (C): -0.739, atom 39 (C): 0.691, atom 40 (C): -0.203, atom 41 (C): -0.051, atom 42 (C): 0.015, atom 43 (C): -0.549, atom 44 (C): 0.741, atom 45 (C): -0.413, atom 46 (C): -0.102, atom 47 (C): -0.609, atom 48 (C): -0.330, atom 49 (C): 0.175, atom 50 (C): -0.627, atom 51 (C): -0.064, atom 52 (C): -0.831, atom 53 (C): -0.709, atom 54 (C): -0.511, atom 55 (C): -0.150, atom 56 (C): -0.140, atom 57 (C): 1.082, atom 58 (C): -1.653, atom 59 (C): -0.775, atom 60 (C): -0.702, atom 61 (C): 0.757, atom 62 (C): 0.643, atom 63 (C): -0.812, atom 64 (C): -0.178, atom 65 (C): -0.594, atom 66 (C): -1.218, atom 67 (C): -0.641, atom 68 (C): 2.205, atom 69 (C): -0.638, atom 70 (H): 0.397, atom 71 (H): 0.562, atom 72 (H): 0.389, atom 73 (H): 0.421, atom 74 (H): 0.409, atom 75 (H): 0.405, atom 76 (H): 0.588, atom 77 (H): 0.658, atom 78 (H): 0.286, atom 79 (H): 0.442, atom 80 (H): 0.593, atom 81 (H): -0.041, atom 82 (H): 0.448, atom 83 (H): 0.450, atom 84 (H): 0.427, atom 85 (H): 0.199, atom 86 (H): 0.356, atom 87 (H): 0.435, atom 88 (H): 0.382, atom 89 (H): 0.583, atom 90 (H): 0.284, atom 91 (H): 0.484, atom 92 (H): 0.422, atom 93 (H): 0.392, atom 94 (H): 0.410, atom 95 (H): 0.450, atom 96 (H): 0.388, atom 97 (H): 0.505, atom 98 (H): -0.114, atom 99 (H): 0.357

(2)
C4H14N2O | the ωB97M-V functional and the def2-TZVPD basis

As for the LUMO energy: 0.85 eV. As for the molar mass: 106.2 g mol⁻¹. The HOMO energy is -0.3134 Eh. The calculation puts the HOMO-LUMO gap at 9.38 eV. For the max |F|, the calculation gives 6.14 eV/A. As for the energy above the lowest of the compared OMol25 structures with the same formula, charge and spin: 331.1 kJ/mol.

Geometry as ORCA input:
```
! wB97M-V def2-TZVPD RIJCOSX def2/J DEFGRID3
* xyz 0 1
O 3.488 -0.418 -0.759
N 0.059 -0.055 2.374
N -1.719 -0.395 0.018
C -2.031 1.003 0.153
C 0.207 -0.212 -1.537
C -0.391 -0.676 -0.253
C 0.533 -0.186 0.981
H -1.664 1.452 -0.775
H 0.823 0.597 -1.220
H 3.762 0.517 -0.701
H 0.643 0.924 0.617
H 0.848 -0.904 -2.150
H -0.101 -1.055 2.963
H 1.473 -0.757 1.003
H 2.671 -0.142 -1.090
H -2.314 -0.996 -0.533
H -0.354 -1.933 -0.246
H -1.624 1.478 0.998
H -0.452 0.108 -2.386
H -3.048 1.238 0.017
H -0.809 0.412 2.525
*
```

For reference, the natural (NBO) charges in units of e are: atom 1 (O): -0.913, atom 2 (N): -0.839, atom 3 (N): -0.654, atom 4 (C): -0.420, atom 5 (C): -0.677, atom 6 (C): -0.040, atom 7 (C): -0.228, atom 8 (H): 0.166, atom 9 (H): 0.189, atom 10 (H): 0.458, atom 11 (H): 0.159, atom 12 (H): 0.229, atom 13 (H): 0.356, atom 14 (H): 0.225, atom 15 (H): 0.456, atom 16 (H): 0.375, atom 17 (H): 0.175, atom 18 (H): 0.187, atom 19 (H): 0.228, atom 20 (H): 0.211, atom 21 (H): 0.358

(3)
C23H33N3O3 | the ωB97M-V functional and the def2-TZVPD basis

As for the LUMO energy: 0.64 eV. As for the molar mass: 399.5 g mol⁻¹. The HOMO energy is -0.3187 Eh. The calculation puts the HOMO-LUMO gap at 9.31 eV. For the max |F|, the calculation gives 1.44 eV/A. As for the energy above the lowest of the compared OMol25 structures with the same formula, charge and spin: 113.2 kJ/mol.

Geometry as ORCA input:
```
! wB97M-V def2-TZVPD RIJCOSX def2/J DEFGRID3
* xyz 0 1
O -0.358 -0.223 -0.014
O -4.064 -1.067 0.195
O 1.041 2.082 0.688
N 3.205 2.098 0.383
N -2.103 1.186 0.007
N 2.617 2.459 -0.780
C -1.924 -4.174 0.429
C -2.594 0.611 1.241
C 3.718 -2.003 1.089
C 2.415 -0.260 2.401
C 0.253 2.651 -1.562
C 1.602 -1.533 -2.615
C 3.436 -0.966 -1.179
C -4.943 1.107 0.518
C 1.125 -2.403 -1.652
C 3.786 -0.694 1.881
C 2.966 -1.838 -0.204
C 2.757 -0.808 -2.372
C -2.361 -2.804 -0.071
C -4.010 0.028 1.077
C 2.258 1.864 1.231
C 1.800 -2.549 -0.454
C -0.975 0.685 -0.544
C -0.463 1.315 -1.833
C 2.355 1.269 2.581
C -3.593 -2.311 0.688
C 1.343 2.430 -0.583
C -4.360 1.661 -0.777
C -2.959 2.220 -0.524
H -3.019 3.032 0.214
H 4.476 -0.810 2.720
H -2.622 1.387 2.016
H -2.612 -2.856 -1.132
H -5.052 1.903 1.257
H 3.253 1.627 3.085
H -4.411 -3.033 0.558
H -1.058 -4.521 -0.128
H 4.338 -0.399 -1.004
H -4.362 -0.281 2.076
H -5.002 2.447 -1.178
H 3.244 -2.777 1.697
H -1.545 -2.090 0.044
H 1.471 1.551 3.154
H -3.372 -2.240 1.759
H 0.263 0.610 -2.243
H -1.657 -4.129 1.483
H -2.724 -4.902 0.310
H 1.415 -3.224 0.298
H 4.179 0.090 1.233
H 0.220 -2.965 -1.833
H -1.263 1.453 -2.559
H 1.077 -1.422 -3.555
H 0.695 3.033 -2.482
H -0.443 3.390 -1.160
H 2.199 -0.743 3.356
H 3.131 -0.115 -3.113
H -1.890 -0.167 1.542
H -5.922 0.667 0.331
H -4.297 0.851 -1.504
H -2.552 2.626 -1.447
H 4.739 -2.328 0.866
H 1.639 -0.555 1.690
*
```

For reference, the natural (NBO) charges in units of e are: atom 1 (O): -0.653, atom 2 (O): -0.555, atom 3 (O): -0.419, atom 4 (N): -0.317, atom 5 (N): -0.443, atom 6 (N): -0.296, atom 7 (C): -0.606, atom 8 (C): -0.264, atom 9 (C): -0.417, atom 10 (C): -0.388, atom 11 (C): -0.441, atom 12 (C): -0.232, atom 13 (C): -0.215, atom 14 (C): -0.415, atom 15 (C): -0.211, atom 16 (C): -0.408, atom 17 (C): -0.028, atom 18 (C): -0.211, atom 19 (C): -0.440, atom 20 (C): 0.118, atom 21 (C): 0.485, atom 22 (C): -0.154, atom 23 (C): 0.703, atom 24 (C): -0.491, atom 25 (C): -0.460, atom 26 (C): -0.051, atom 27 (C): 0.459, atom 28 (C): -0.412, atom 29 (C): -0.209, atom 30 (H): 0.187, atom 31 (H): 0.201, atom 32 (H): 0.192, atom 33 (H): 0.198, atom 34 (H): 0.200, atom 35 (H): 0.233, atom 36 (H): 0.174, atom 37 (H): 0.212, atom 38 (H): 0.217, atom 39 (H): 0.172, atom 40 (H): 0.211, atom 41 (H): 0.201, atom 42 (H): 0.239, atom 43 (H): 0.228, atom 44 (H): 0.161, atom 45 (H): 0.256, atom 46 (H): 0.200, atom 47 (H): 0.200, atom 48 (H): 0.197, atom 49 (H): 0.225, atom 50 (H): 0.207, atom 51 (H): 0.218, atom 52 (H): 0.207, atom 53 (H): 0.248, atom 54 (H): 0.220, atom 55 (H): 0.203, atom 56 (H): 0.214, atom 57 (H): 0.251, atom 58 (H): 0.222, atom 59 (H): 0.219, atom 60 (H): 0.211, atom 61 (H): 0.216, atom 62 (H): 0.230